Entry 1:
{
  "formula": "C32H29N9O2S6Sr",
  "method": "ωB97M-V/def2-TZVPD",
  "spin_multiplicity": 1,
  "homo_energy_ev": -1.175,
  "total_charge": -2,
  "e_above_lowest_kcal_mol": 0.0,
  "fmax_ha_per_bohr": 0.0065,
  "elements": ["Sr", "O", "C", "N", "C", "C", "C", "C", "C", "C", "N", "C", "O", "C", "C", "C", "C", "C", "N", "C", "C", "C", "C", "C", "N", "H", "H", "H", "H", "H", "H", "H", "H", "H", "H", "H", "H", "S", "C", "S", "S", "C", "N", "C", "C", "N", "C", "H", "H", "H", "H", "H", "H", "N", "C", "S", "C", "C", "C", "N", "C", "C", "H", "H", "H", "H", "H", "H", "S", "C", "N", "C", "C", "S", "H", "H", "H", "H", "H"],
  "xyz": [[-1.1479, -0.6844, -0.9502], [-2.1336, -0.6017, -5.4885], [-1.9664, -0.4070, -4.2674], [-2.1581, -1.1865, -3.2139], [-2.6647, -2.5052, -3.3705], [-3.4782, -2.8794, -4.4409], [-4.0197, -4.1558, -4.5448], [-3.7444, -5.0878, -3.5606], [-2.9514, -4.7443, -2.4757], [-2.4069, -3.4578, -2.3297], [-1.7172, -3.0291, -1.2016], [-1.1943, -3.8676, -0.3006], [-1.1302, -5.1020, -0.3536], [-0.6082, -3.1926, 1.0243], [-0.5380, -4.3408, 2.0238], [0.0227, -4.2316, 3.3826], [0.6207, -2.9985, 3.8953], [1.1714, -2.0331, 3.1545], [1.4655, -1.9771, 1.8061], [-1.4106, 0.9926, -3.9397], [-1.1953, 1.8752, -4.9982], [-0.6606, 3.1226, -4.7438], [-0.3385, 3.4695, -3.4374], [-0.5839, 2.5398, -2.4430], [-1.1198, 1.3419, -2.6840], [-3.6698, -2.1504, -5.2114], [-4.6417, -4.4101, -5.3971], [-4.1477, -6.0942, -3.6267], [-2.7337, -5.4667, -1.7062], [-1.4099, -4.9728, 1.9306], [-0.5126, -4.8017, 4.1340], [0.5748, -2.8449, 4.9684], [1.5302, -1.1593, 3.7011], [-1.4469, 1.5279, -5.9895], [-0.4787, 3.8172, -5.5565], [0.1193, 4.4193, -3.1940], [-0.3197, 2.7335, -1.4085], [0.9750, -5.3453, 2.2500], [0.7697, -2.5020, 0.8413], [-1.8064, -1.9258, 1.6801], [1.3968, -2.3273, -0.7827], [-3.8495, 4.6065, 1.0003], [-3.2160, 3.3148, 1.1026], [-2.7965, 2.6855, 2.2554], [-2.2109, 1.5204, 1.8585], [-2.2491, 1.4302, 0.4873], [-2.8617, 2.5086, 0.0735], [-4.6858, 4.6747, 1.6962], [-4.2306, 4.7326, -0.0112], [-3.1430, 5.4108, 1.2120], [-2.9610, 3.1169, 3.2281], [-1.7745, 0.7211, 2.4419], [-3.0629, 2.7629, -0.9565], [3.6643, 1.6145, 4.7635], [3.6988, 2.6374, 3.8979], [4.7562, 3.8938, 4.0629], [2.7180, 2.5233, 2.7837], [2.2500, 3.6531, 2.1137], [1.3210, 3.4744, 1.1038], [0.8427, 2.2858, 0.7383], [1.3074, 1.2162, 1.3628], [2.2457, 1.2833, 2.3839], [4.3067, 1.6183, 5.5362], [2.9520, 0.9055, 4.7107], [2.6143, 4.6349, 2.3807], [0.9437, 4.3333, 0.5560], [0.9583, 0.2367, 1.0598], [2.6135, 0.3493, 2.7886], [2.8847, 1.6556, -2.1312], [3.8123, 0.9823, -0.9321], [3.5880, -0.1202, -0.2416], [4.6419, -0.6056, 0.6258], [5.4723, 0.6116, 1.0206], [5.3426, 1.7252, -0.4081], [2.7758, -0.7706, -0.4075], [5.2579, -1.3330, 0.0851], [4.1859, -1.1146, 1.4763], [6.5129, 0.3552, 1.2085], [5.0634, 1.1127, 1.8981]],
  "forces_ev_per_angstrom": [[0.0, 0.2, 0.3], [-0.1, -0.1, 0.1], [0.0, 0.1, 0.0], [0.0, -0.1, -0.2], [-0.1, 0.0, 0.1], [0.1, 0.0, 0.0], [0.0, 0.0, 0.0], [0.0, 0.0, 0.0], [0.0, 0.0, 0.0], [0.0, 0.0, 0.0], [-0.1, -0.1, 0.0], [0.0, 0.0, -0.1], [0.0, 0.0, 0.0], [0.0, 0.0, -0.1], [0.0, 0.0, 0.0], [0.0, -0.1, 0.0], [0.0, 0.1, 0.0], [0.0, 0.0, -0.1], [0.0, 0.1, 0.0], [0.0, -0.1, 0.0], [0.0, 0.0, 0.0], [0.0, 0.0, 0.0], [0.0, 0.0, 0.0], [0.0, 0.0, 0.0], [0.0, -0.1, 0.0], [0.0, 0.0, 0.0], [0.0, 0.0, 0.0], [0.0, 0.0, 0.0], [0.0, 0.0, 0.0], [0.0, 0.0, 0.0], [0.0, 0.0, 0.0], [0.0, 0.0, 0.0], [0.0, 0.0, 0.0], [0.0, 0.0, 0.0], [0.0, 0.0, 0.0], [0.0, 0.0, 0.0], [0.0, 0.0, 0.0], [0.0, 0.0, 0.0], [0.0, -0.1, 0.0], [0.2, 0.0, -0.1], [-0.1, 0.1, 0.2], [0.0, 0.0, 0.0], [0.0, 0.0, 0.0], [0.0, 0.0, 0.0], [0.0, 0.0, 0.0], [-0.2, -0.1, 0.0], [0.1, 0.1, 0.0], [0.0, 0.0, 0.0], [0.0, 0.0, 0.0], [0.0, 0.0, 0.0], [0.0, 0.0, 0.0], [0.0, 0.0, 0.0], [0.0, 0.0, 0.0], [0.1, 0.1, 0.1], [-0.1, -0.1, 0.0], [0.1, 0.0, 0.0], [0.0, 0.1, 0.0], [0.0, -0.1, 0.0], [0.1, 0.0, 0.1], [-0.1, 0.2, -0.2], [0.0, -0.1, 0.0], [0.0, 0.0, -0.1], [0.0, 0.0, 0.0], [0.0, 0.0, 0.0], [0.0, 0.0, 0.0], [0.0, 0.0, 0.0], [-0.1, -0.1, 0.0], [0.0, 0.0, 0.0], [0.0, 0.0, 0.1], [0.0, 0.0, -0.1], [0.0, -0.1, 0.1], [0.0, 0.0, 0.0], [0.0, 0.0, 0.0], [0.0, 0.0, 0.0], [0.1, 0.1, -0.2], [0.0, 0.0, 0.0], [0.0, 0.0, 0.0], [0.0, 0.0, 0.0], [0.0, 0.0, 0.0]],
  "mulliken_charge": [1.4764, -0.8257, -0.1225, -0.1398, -0.1133, -0.4044, -0.6169, -0.5718, -0.7066, -0.0908, 0.4441, -0.7288, -0.7810, 1.8635, -0.7762, -0.4969, -0.7182, 0.0105, -0.3291, 0.4013, -0.4127, -0.3350, -0.8984, -0.4235, 0.3529, 0.3724, 0.3506, 0.3321, 0.4463, 0.7183, 0.5275, 0.2611, 0.0371, 0.5058, 0.3809, 0.4253, 0.5102, -0.3100, -0.4977, -0.4456, -0.3614, -0.9434, 0.2057, -0.8100, -0.7423, 0.6573, -0.6466, 0.3408, 0.3090, 0.3074, 0.4404, 0.3684, 0.4149, -0.2233, 0.1090, -0.3969, 0.5340, -0.6769, -0.6949, 0.2219, -0.9820, 0.1035, 0.2052, 0.2199, 0.3999, 0.4041, 0.0809, 0.5060, -0.3070, 0.2184, 0.4397, -0.6077, -0.1570, -0.2058, -0.3667, 0.4493, 0.1484, 0.4694, -0.1031]
}

***

Entry 2:
{
  "formula": "C32H30AgI2N6O3S",
  "method": "ωB97M-V/def2-TZVPD",
  "spin_multiplicity": 1,
  "homo_energy_ev": -3.914,
  "total_charge": -1,
  "e_above_lowest_kcal_mol": 1.2,
  "fmax_ha_per_bohr": 0.0086,
  "elements": ["Ag", "I", "C", "C", "C", "I", "C", "O", "C", "C", "N", "C", "C", "C", "C", "C", "C", "N", "C", "H", "H", "H", "H", "H", "H", "H", "H", "H", "H", "H", "C", "C", "C", "C", "C", "C", "C", "S", "O", "O", "N", "C", "C", "C", "C", "C", "C", "C", "C", "N", "C", "H", "H", "H", "H", "H", "H", "H", "H", "H", "H", "H", "H", "H", "C", "N", "C", "C", "N", "H", "H", "H", "H", "H", "H"],
  "xyz": [[0.4686, 0.3019, -0.0660], [-1.5981, 4.9254, 5.0165], [-0.8698, 3.1804, 4.1357], [-1.6679, 2.0518, 4.0730], [-1.1780, 0.9073, 3.4720], [-2.4298, -0.7615, 3.3706], [0.1167, 0.8106, 2.9025], [0.5775, -0.2447, 2.3533], [0.8852, 2.0162, 2.9634], [2.2562, 2.0230, 2.3479], [2.1954, 1.8847, 0.8982], [3.4804, 1.7373, 0.2653], [3.3784, 1.2510, -1.1622], [4.4841, 0.7052, -1.8118], [4.3355, 0.2369, -3.1016], [3.0914, 0.3274, -3.7140], [2.0560, 0.8959, -2.9952], [2.1967, 1.3547, -1.7531], [0.3974, 3.1577, 3.5683], [-2.6712, 2.0646, 4.4756], [2.8419, 1.1789, 2.7286], [2.7702, 2.9503, 2.6507], [1.6338, 2.6159, 0.4674], [4.0639, 1.0043, 0.8312], [4.0753, 2.6699, 0.2622], [5.4318, 0.6304, -1.2933], [5.1732, -0.2121, -3.6209], [2.9225, -0.0416, -4.7161], [1.0614, 0.9804, -3.4191], [1.0139, 4.0497, 3.5824], [-4.5564, 5.3510, -4.8946], [-3.8014, 4.7845, -3.7232], [-3.9876, 5.2810, -2.4408], [-3.2899, 4.7561, -1.3586], [-2.3893, 3.7258, -1.5590], [-2.1888, 3.2164, -2.8367], [-2.8907, 3.7436, -3.9045], [-1.4869, 3.0407, -0.1805], [-0.1061, 3.4393, -0.3600], [-2.1640, 3.5351, 0.9985], [-1.5526, 1.4769, -0.4009], [-2.7415, 0.7914, -0.2931], [-3.9683, 1.3089, 0.0748], [-5.1252, 0.5091, 0.1434], [-5.0999, -0.8235, -0.1425], [-3.8679, -1.4065, -0.5302], [-3.7592, -2.7804, -0.8388], [-2.5577, -3.3084, -1.2099], [-1.4470, -2.4409, -1.2654], [-1.5112, -1.1683, -0.9823], [-2.6988, -0.6197, -0.6145], [-5.3498, 6.0217, -4.5657], [-5.0126, 4.5606, -5.4927], [-3.8941, 5.9168, -5.5537], [-4.6982, 6.0839, -2.2797], [-3.4481, 5.1271, -0.3556], [-1.4987, 2.3937, -2.9716], [-2.7394, 3.3344, -4.8977], [-4.0429, 2.3445, 0.3714], [-6.0526, 0.9782, 0.4499], [-5.9869, -1.4412, -0.0771], [-4.6468, -3.4001, -0.7723], [-2.4440, -4.3572, -1.4514], [-0.4671, -2.8202, -1.5428], [0.1441, -3.3655, 2.0043], [1.1366, -3.6248, 0.9546], [1.1988, -4.9553, 0.3882], [1.5162, -2.6003, 0.2119], [1.8317, -1.6869, -0.4286], [0.3669, -4.0089, 2.8586], [-0.8641, -3.5792, 1.6376], [0.2011, -2.3178, 2.3066], [1.2563, -5.6732, 1.2066], [2.0886, -5.0594, -0.2309], [0.3126, -5.1862, -0.2149]],
  "forces_ev_per_angstrom": [[-0.2, 0.2, 0.1], [0.0, 0.1, 0.0], [0.0, -0.1, -0.1], [0.0, 0.0, 0.0], [-0.1, 0.1, 0.1], [0.0, -0.1, -0.1], [0.1, 0.0, -0.1], [0.0, -0.3, 0.0], [0.0, 0.2, 0.1], [0.0, 0.0, 0.0], [0.0, -0.1, -0.2], [0.1, 0.1, 0.0], [0.0, 0.0, 0.0], [0.0, 0.0, 0.0], [0.0, 0.0, 0.0], [0.0, 0.0, 0.0], [0.1, 0.0, 0.0], [-0.1, -0.1, -0.1], [0.0, 0.0, 0.0], [0.0, 0.0, 0.0], [-0.1, 0.0, 0.0], [0.0, 0.0, 0.0], [0.0, 0.0, 0.1], [0.0, 0.0, 0.0], [0.0, 0.0, 0.0], [0.0, 0.0, 0.0], [0.0, 0.0, 0.0], [0.0, 0.0, 0.0], [0.0, 0.0, 0.0], [0.0, 0.0, 0.0], [0.0, 0.0, 0.0], [0.0, 0.0, 0.0], [0.0, 0.0, 0.0], [0.0, 0.0, -0.1], [0.0, 0.0, -0.1], [0.0, 0.0, 0.1], [0.0, 0.0, 0.0], [0.1, 0.0, 0.1], [-0.1, 0.1, 0.0], [0.1, 0.0, 0.0], [-0.1, -0.1, 0.1], [0.3, 0.0, -0.1], [-0.2, 0.1, 0.1], [0.1, 0.1, 0.0], [0.1, 0.0, -0.1], [-0.2, -0.1, 0.0], [0.0, 0.0, 0.0], [0.1, 0.1, 0.0], [0.0, -0.1, 0.0], [0.0, 0.2, 0.1], [0.1, -0.1, 0.0], [0.0, 0.0, 0.0], [0.0, 0.0, 0.0], [0.0, 0.0, 0.0], [0.0, 0.0, 0.0], [0.0, 0.0, 0.0], [0.0, 0.0, 0.0], [0.0, 0.0, 0.0], [0.0, 0.0, 0.0], [0.0, 0.0, 0.0], [0.0, 0.0, 0.0], [0.0, 0.0, 0.0], [0.0, 0.0, 0.0], [0.0, 0.0, 0.0], [0.0, 0.0, 0.0], [0.1, 0.1, 0.3], [0.0, -0.1, 0.0], [0.0, 0.3, -0.2], [0.3, -0.4, 0.0], [0.0, 0.0, 0.0], [0.0, 0.0, 0.0], [0.0, 0.0, 0.0], [0.0, 0.0, 0.0], [0.0, 0.0, 0.0], [0.0, 0.0, 0.0]],
  "mulliken_charge": [1.0874, -0.0425, -0.3836, -0.4192, -0.0453, -0.0405, 0.1858, -1.0646, 0.7561, -1.4968, 0.4656, -1.1967, 0.8667, -0.9259, -0.3250, -0.8129, 0.0230, -0.1574, -0.3712, 0.3239, 0.4940, 0.3204, 0.0932, 0.4263, 0.3761, 0.4003, 0.3909, 0.4012, 0.3383, 0.3230, -1.4757, 1.1477, -0.7431, -0.4848, -0.6014, -0.3988, -0.7919, 1.7173, -0.9890, -0.6823, 0.2292, -0.0771, -0.6767, -1.0260, -0.9614, 1.5125, -0.7236, -0.9418, -0.4379, -0.1780, 0.1412, 0.3404, 0.3386, 0.3014, 0.2750, 0.5240, 0.3615, 0.3514, 0.5335, 0.3644, 0.3478, 0.3970, 0.3644, 0.6846, -0.3128, 0.0033, -0.8852, 0.6157, -0.4979, 0.3187, 0.3276, -0.2161, 0.3020, 0.3549, 0.2568]
}

***

Entry 3:
{
  "formula": "C32H30CaCl4N10O2S4",
  "method": "ωB97M-V/def2-TZVPD",
  "spin_multiplicity": 1,
  "homo_energy_ev": -7.068,
  "e_above_lowest_kcal_mol": 23.3,
  "fmax_ha_per_bohr": 0.0126,
  "elements": ["Ca", "N", "C", "N", "C", "N", "N", "C", "C", "C", "C", "C", "C", "N", "C", "C", "C", "C", "C", "C", "H", "H", "H", "H", "H", "H", "H", "H", "H", "H", "H", "Cl", "C", "C", "C", "C", "C", "Cl", "C", "S", "H", "H", "H", "Cl", "C", "Cl", "H", "H", "N", "C", "C", "C", "C", "C", "C", "S", "O", "O", "N", "C", "S", "C", "C", "N", "H", "H", "H", "H", "H", "H", "H", "H", "C", "N", "C", "N", "S", "H", "H", "H", "H", "H", "H"],
  "xyz": [[1.5811, -0.3377, 0.0765], [-2.5426, 1.2777, 3.0785], [-1.8023, 1.2394, 1.9438], [-1.3110, 0.1783, 1.4236], [-1.5365, -1.0438, 2.0390], [-1.1416, -2.1345, 1.4881], [-0.4075, -1.8963, 0.3473], [-0.7663, -2.5537, -0.6751], [-0.0672, -2.4170, -1.9644], [-0.3745, -3.2789, -3.0085], [0.3447, -3.1901, -4.1862], [1.3454, -2.2386, -4.2913], [1.5669, -1.3960, -3.2138], [0.8711, -1.4674, -2.0828], [-2.2541, -1.0793, 3.3191], [-2.4473, -2.2515, 4.0494], [-3.1423, -2.2252, 5.2409], [-3.6549, -1.0196, 5.7211], [-3.4681, 0.1513, 5.0163], [-2.7641, 0.1194, 3.8144], [-2.8872, 2.1588, 3.4190], [-1.6310, 2.1941, 1.4538], [-1.6149, -3.2336, -0.6287], [-1.1556, -4.0161, -2.8807], [0.1381, -3.8672, -5.0056], [1.9529, -2.1495, -5.1813], [2.3325, -0.6309, -3.2582], [-2.0393, -3.1719, 3.6542], [-3.2907, -3.1367, 5.8033], [-4.1998, -0.9987, 6.6555], [-3.8591, 1.0909, 5.3880], [2.2141, -2.1949, 2.6321], [3.8521, -2.7071, 2.3088], [4.6550, -2.9380, 3.4108], [5.9702, -3.3269, 3.2316], [6.4611, -3.4747, 1.9462], [5.6367, -3.2373, 0.8601], [6.3420, -3.4222, -0.7205], [4.2893, -2.8457, 0.9802], [3.2776, -2.5573, -0.4087], [4.2431, -2.8079, 4.4021], [6.6068, -3.5109, 4.0860], [7.4858, -3.7719, 1.7722], [4.9347, 0.4630, 1.1868], [5.1698, 0.3111, -0.5566], [3.8225, 1.0784, -1.4399], [5.1622, -0.7438, -0.8160], [6.0810, 0.8248, -0.8377], [-5.0904, 4.9728, -0.9714], [-3.7872, 4.4853, -1.0185], [-2.8512, 4.8627, -0.0503], [-1.5478, 4.4121, -0.1236], [-1.1559, 3.5638, -1.1545], [-2.0701, 3.2100, -2.1327], [-3.3734, 3.6682, -2.0665], [0.5133, 2.9791, -1.2014], [1.3651, 4.1243, -1.0069], [0.6537, 2.2086, -2.4248], [0.6553, 1.9255, -0.0109], [1.1077, 2.2216, 1.2273], [1.2602, 3.7673, 2.0300], [1.7816, 2.9533, 3.4681], [1.8500, 1.6254, 3.2476], [1.4774, 1.2093, 1.9964], [-5.4130, 5.2496, -0.0584], [-5.7708, 4.4134, -1.4608], [-3.1476, 5.5322, 0.7492], [-0.8294, 4.7439, 0.6155], [-1.7673, 2.5781, -2.9511], [-4.0834, 3.3744, -2.8298], [2.0529, 3.4976, 4.3557], [2.1846, 0.8885, 3.9633], [-2.2473, -1.0948, -5.9864], [-2.7142, -1.0537, -4.6202], [-2.1435, -0.3336, -3.6285], [-1.0264, 0.3358, -3.9565], [-2.8282, -0.2793, -2.0951], [-2.9054, -1.7422, -6.5601], [-1.2357, -1.5058, -6.0514], [-2.2543, -0.1035, -6.4478], [-3.5759, -1.5037, -4.3675], [-0.5676, 0.1861, -4.8385], [-0.4945, 0.8134, -3.2320]],
  "forces_ev_per_angstrom": [[-0.4, -0.4, 0.3], [0.0, 0.0, -0.1], [-0.1, 0.0, 0.0], [0.0, 0.0, 0.0], [-0.1, 0.2, 0.1], [0.0, 0.0, 0.2], [0.3, -0.2, -0.5], [-0.1, 0.0, -0.1], [0.1, 0.1, 0.0], [-0.1, 0.0, 0.1], [0.0, 0.0, -0.1], [0.0, 0.0, 0.0], [-0.1, 0.0, 0.0], [0.1, 0.0, 0.1], [0.0, 0.0, 0.0], [0.0, 0.0, 0.0], [0.0, 0.0, 0.0], [0.0, 0.0, 0.0], [0.0, 0.0, 0.0], [0.0, 0.0, 0.0], [0.0, 0.0, 0.0], [0.0, 0.0, 0.0], [0.0, 0.0, 0.0], [0.0, 0.0, 0.0], [0.0, 0.0, 0.0], [0.0, 0.0, 0.0], [0.0, 0.0, 0.0], [0.0, 0.0, 0.0], [0.0, 0.0, 0.0], [0.0, 0.0, 0.0], [0.0, 0.0, 0.0], [-0.1, 0.1, -0.1], [0.1, 0.0, 0.0], [-0.1, 0.0, 0.0], [0.0, 0.0, 0.0], [0.0, 0.0, 0.0], [-0.1, 0.0, 0.1], [0.0, 0.0, 0.0], [0.0, 0.0, 0.0], [-0.1, 0.1, 0.0], [0.0, 0.0, 0.0], [0.0, 0.0, 0.0], [0.0, 0.0, 0.0], [0.0, 0.0, 0.0], [0.0, 0.0, 0.0], [0.0, 0.0, 0.0], [0.0, 0.0, 0.0], [0.0, 0.0, 0.0], [0.0, -0.1, 0.0], [0.0, 0.0, 0.0], [0.0, 0.0, 0.0], [0.0, 0.1, 0.0], [0.1, 0.0, 0.0], [0.0, 0.0, 0.0], [0.0, 0.0, 0.0], [-0.1, 0.0, 0.0], [0.0, 0.0, 0.0], [0.0, 0.0, 0.0], [0.2, 0.1, -0.2], [0.2, 0.0, 0.1], [0.0, -0.1, 0.0], [0.0, 0.1, 0.0], [0.1, 0.0, 0.0], [0.0, 0.1, -0.1], [0.0, 0.0, 0.0], [0.0, 0.0, 0.0], [0.0, 0.0, 0.0], [0.0, 0.0, 0.0], [0.0, 0.0, 0.0], [0.0, 0.0, 0.0], [0.0, 0.0, 0.0], [0.0, 0.0, 0.0], [0.0, 0.0, 0.0], [0.0, 0.0, 0.0], [-0.1, 0.0, -0.1], [0.1, 0.0, 0.2], [0.1, 0.0, -0.1], [0.0, 0.0, 0.0], [0.0, 0.0, 0.0], [0.0, 0.0, 0.0], [0.0, 0.0, 0.0], [0.0, 0.0, 0.0], [-0.1, 0.0, -0.1]],
  "mulliken_charge": [0.7543, 0.1544, -0.6051, 0.1165, 0.3126, -1.4081, 1.2590, -1.1557, 0.7340, -0.9129, -0.4899, -0.9736, -0.6268, 1.1654, 0.7053, -0.3246, -0.8142, -0.4162, -0.8471, -0.1898, 0.2605, 0.4324, 0.3010, 0.4867, 0.4837, 0.4449, 0.3928, 0.5169, 0.4150, 0.4011, 0.3914, -0.0606, 0.7175, -0.7494, -0.4025, -0.8043, 0.3331, -0.2112, -0.4100, -0.1435, 0.3993, 0.3649, 0.4129, -0.0778, -0.0550, -0.0337, -0.0407, 0.4460, -0.5943, 1.0158, -0.8519, -0.5696, -0.0958, -0.3379, -0.9571, 0.9215, -0.7181, -0.8613, 0.1422, 0.6616, -0.0811, -0.3813, -1.1031, -0.0831, 0.2170, 0.2301, 0.3435, 0.4566, 0.6144, 0.3084, 0.4557, 0.4408, -1.0186, -0.0447, 0.3962, -0.0206, -0.4201, 0.3506, 0.2394, 0.3243, 0.2574, 0.2832, -0.1689]
}

***

no.,orbital gap (eV),M (g/mol),DFT total energy (eV)
1,4.4,851.67,-117013.4141
2,6.4,940.37,-79792.0303
3,6.9,896.82,-164541.8715